1.
{"formula": "C4H4ClNOS", "method": "ωB97M-V with the def2-TZVPD basis set", "largest_force_ev_per_a": 5.532, "homo_lumo_gap_ha": 0.26120, "e_above_lowest_kcal_mol": 114.7, "charge": 0, "elements": ["C", "C", "C", "C", "N", "O", "S", "Cl", "H", "H", "H", "H"], "coordinates": [[-0.442009, -0.996868, -1.321168], [-0.343877, 0.256726, -1.516490], [0.427148, -1.750991, -0.300707], [0.119741, 1.425088, 1.203754], [1.035585, 0.628005, 0.443025], [0.638269, -2.930314, -0.342871], [1.314512, -0.875039, 0.897691], [-1.607797, 0.946859, 1.195129], [-1.260380, -1.753648, -1.431443], [-0.338719, 1.140064, -1.953956], [0.162496, 2.537615, 0.796999], [0.295032, 1.372504, 2.330039]], "atomic_forces_ev_per_a": [[-1.41, -0.77, 0.92], [1.78, -4.01, 3.37], [1.23, -1.74, 0.55], [0.79, 2.00, 0.68], [-1.25, 2.45, -1.88], [-0.91, -0.07, -0.74], [-0.01, -0.33, 0.58], [-0.86, -0.21, -0.17], [0.63, 1.01, -1.08], [-0.30, 3.74, -1.71], [-0.09, -2.39, 1.02], [0.40, 0.34, -1.54]]}

***

2.
{"formula": "C4H4CoO2", "method": "ωB97M-V with the def2-TZVPD basis set", "largest_force_ev_per_a": 4.215, "homo_lumo_gap_ha": [0.28044, 0.32789], "multiplicity": 6, "e_above_lowest_kcal_mol": 145.1, "charge": 4, "s_squared": 8.757, "elements": ["H", "O", "C", "C", "C", "C", "H", "H", "H", "O", "Co"], "coordinates": [[0.203636, -0.492126, -1.636005], [-2.919789, 1.393730, -0.187187], [-2.019469, 0.820653, 0.135995], [-0.869623, 0.096237, 0.579262], [0.280423, -0.038185, -0.391137], [1.018346, -1.260421, -0.575411], [-1.046414, -0.574761, 1.428497], [1.009905, -1.941399, 0.282072], [1.985696, -1.157560, -1.067438], [0.568349, 0.918678, 0.521170], [1.788939, 2.235156, 0.910179]], "atomic_forces_ev_per_a": [[0.30, 0.45, 0.33], [1.07, -0.90, 0.35], [-2.83, 2.27, -0.55], [1.77, -0.11, -1.18], [-3.34, -0.76, 0.51], [2.62, -0.73, -1.19], [0.37, -0.07, 0.52], [-0.17, -0.64, 0.87], [0.24, -0.89, -0.83], [-2.71, -1.62, -0.07], [2.68, 3.02, 1.23]]}

***

3.
{"formula": "C4H4CsO", "method": "ωB97M-V with the def2-TZVPD basis set", "largest_force_ev_per_a": 2.722, "homo_lumo_gap_ha": [0.11645, 0.22443], "e_above_lowest_kcal_mol": 41.7, "charge": -1, "elements": ["O", "C", "C", "C", "C", "H", "H", "H", "Cs", "H"], "coordinates": [[-1.889401, 0.710754, -1.031257], [-0.947988, 0.264430, -0.283342], [0.381862, 0.106129, -0.600176], [1.360968, -0.301720, 0.366221], [1.749430, -1.185209, 1.165224], [-1.244089, -0.171694, 0.699956], [0.744036, 0.443020, -1.577908], [2.610415, -1.571455, 1.697601], [-5.677638, 0.597482, -0.588758], [2.912405, 1.108262, 0.152438]], "atomic_forces_ev_per_a": [[0.57, -0.37, 0.72], [-1.37, -0.17, -0.56], [1.12, 1.16, -0.14], [-1.50, -2.27, 0.04], [1.59, 1.41, -0.66], [0.15, 0.35, 0.00], [-0.17, -0.03, 0.35], [-0.70, 0.10, 0.23], [0.42, 0.01, -0.05], [-0.11, -0.19, 0.07]]}

***

- Which formula does entry 1 have?
  C4H4ClNOS

***

- The lowest charge belongs to which entry?
  C4H4CsO

***

Please write out number 3 again, unchanged.
{"formula": "C4H4CsO", "method": "ωB97M-V with the def2-TZVPD basis set", "largest_force_ev_per_a": 2.722, "homo_lumo_gap_ha": [0.11645, 0.22443], "e_above_lowest_kcal_mol": 41.7, "charge": -1, "elements": ["O", "C", "C", "C", "C", "H", "H", "H", "Cs", "H"], "coordinates": [[-1.889401, 0.710754, -1.031257], [-0.947988, 0.264430, -0.283342], [0.381862, 0.106129, -0.600176], [1.360968, -0.301720, 0.366221], [1.749430, -1.185209, 1.165224], [-1.244089, -0.171694, 0.699956], [0.744036, 0.443020, -1.577908], [2.610415, -1.571455, 1.697601], [-5.677638, 0.597482, -0.588758], [2.912405, 1.108262, 0.152438]], "atomic_forces_ev_per_a": [[0.57, -0.37, 0.72], [-1.37, -0.17, -0.56], [1.12, 1.16, -0.14], [-1.50, -2.27, 0.04], [1.59, 1.41, -0.66], [0.15, 0.35, 0.00], [-0.17, -0.03, 0.35], [-0.70, 0.10, 0.23], [0.42, 0.01, -0.05], [-0.11, -0.19, 0.07]]}